DFT (ωB97M-V with the def2-TZVPD basis set) results for a cluster of 7 separate species, C51H111N5O11S2 in total.

Last columns: bonded neighbours and bond lengths (Å).
Cartesian coordinates (Å):
1 C -1.49 -3.26 4.84  C2 1.534, H12 1.114, H13 1.097, H14 1.096
2 C -2.17 -1.89 4.88  C1 1.534, C3 1.547, C4 1.543, N10 1.480
3 C -3.63 -2.27 4.54  C2 1.547, H15 1.098, H16 1.087, H17 1.090
4 C -2.20 -1.39 6.34  C2 1.543, C5 1.548, H18 1.123, H19 1.098
5 C -2.56 0.11 6.51  C4 1.548, C6 1.531, H20 1.105, H21 1.097
6 C -1.59 0.96 5.68  C5 1.531, C7 1.583, H22 1.099, H23 1.098
7 C -1.61 0.51 4.17  C6 1.583, C8 1.522, C9 1.549, N10 1.513
8 C -2.89 1.05 3.54  C7 1.522, H24 1.086, H25 1.094, H26 1.116
9 C -0.45 1.16 3.37  C7 1.549, H27 1.084, H28 1.103, H29 1.098
10 N -1.38 -0.97 4.03  C2 1.480, C7 1.513, O11 1.400
11 O -1.71 -1.34 2.72  N10 1.400, H30 0.965
12 H -1.88 -3.85 5.71  C1 1.114
13 H -1.83 -3.84 3.98  C1 1.097
14 H -0.39 -3.20 4.89  C1 1.096
15 H -3.89 -2.51 3.50  C3 1.098
16 H -3.85 -3.19 5.08  C3 1.087
17 H -4.33 -1.48 4.84  C3 1.090
18 H -2.92 -2.02 6.93  C4 1.123
19 H -1.23 -1.45 6.85  C4 1.098
20 H -3.56 0.40 6.14  C5 1.105
21 H -2.45 0.41 7.56  C5 1.097
22 H -0.57 0.81 6.06  C6 1.099
23 H -1.76 2.04 5.83  C6 1.098
24 H -3.73 0.50 3.95  C8 1.086
25 H -2.85 0.92 2.46  C8 1.094
26 H -2.86 2.14 3.78  C8 1.116
27 H -0.50 0.68 2.40  C9 1.084
28 H 0.56 0.90 3.74  C9 1.103
29 H -0.61 2.24 3.27  C9 1.098
30 H -0.85 -1.61 2.37  O11 0.965
31 C 3.55 -2.20 -1.55  C32 1.550, H42 1.092, H43 1.097, H44 1.088
32 C 4.20 -2.11 -0.14  C31 1.550, C33 1.536, C34 1.537, N40 1.538
33 C 5.25 -3.22 -0.09  C32 1.536, H45 1.117, H46 1.082, H47 1.105
34 C 4.96 -0.79 0.01  C32 1.537, C35 1.537, H48 1.087, H49 1.077
35 C 5.46 -0.58 1.45  C34 1.537, C36 1.503, H50 1.057, H51 1.094
36 C 4.26 -0.58 2.35  C35 1.503, C37 1.543, H52 1.117, H53 1.092
37 C 3.52 -1.94 2.34  C36 1.543, C38 1.526, C39 1.508, N40 1.449
38 C 4.45 -2.98 2.95  C37 1.526, H54 1.069, H55 1.076, H56 1.112
39 C 2.24 -1.74 3.11  C37 1.508, H57 1.098, H58 1.074, H59 1.068
40 N 3.13 -2.18 0.97  C32 1.538, C37 1.449, O41 1.395
41 O 2.39 -3.36 0.87  N40 1.395, H60 0.963
42 H 3.46 -3.26 -1.79  C31 1.092
43 H 2.50 -1.88 -1.52  C31 1.097
44 H 4.01 -1.63 -2.35  C31 1.088
45 H 5.75 -3.26 -1.09  C33 1.117
46 H 5.96 -3.05 0.71  C33 1.082
47 H 4.79 -4.22 0.04  C33 1.105
48 H 5.83 -0.99 -0.62  C34 1.087
49 H 4.31 0.02 -0.28  C34 1.077
50 H 6.24 -1.27 1.63  C35 1.057
51 H 5.96 0.39 1.51  C35 1.094
52 H 3.55 0.16 1.91  C36 1.117
53 H 4.47 -0.22 3.36  C36 1.092
54 H 4.21 -2.92 3.98  C38 1.069
55 H 5.49 -2.74 2.82  C38 1.076
56 H 4.29 -4.01 2.55  C38 1.112
57 H 2.46 -1.71 4.19  C39 1.098
58 H 1.53 -2.52 2.92  C39 1.074
59 H 1.84 -0.81 2.77  C39 1.068
60 H 2.91 -4.10 1.18  O41 0.963
61 C 2.08 4.04 -3.57  C62 1.535, H72 1.104, H73 1.091, H74 1.092
62 C 1.22 3.47 -4.71  C61 1.535, C63 1.518, C64 1.495, N70 1.525
63 C -0.22 3.88 -4.48  C62 1.518, H75 1.086, H76 1.085, H77 1.103
64 C 1.65 4.11 -5.99  C62 1.495, C65 1.483, H78 1.084, H79 1.105
65 C 1.23 3.53 -7.28  C64 1.483, C66 1.514, H80 1.094, H81 1.112
66 C 1.58 2.06 -7.26  C65 1.514, C67 1.594, H82 1.080, H83 1.091
67 C 0.99 1.27 -6.01  C66 1.594, C68 1.529, C69 1.528, N70 1.459
68 C -0.50 0.98 -6.19  C67 1.529, H84 1.121, H85 1.092, H86 1.118
69 C 1.74 -0.06 -6.09  C67 1.528, H87 1.077, H88 1.078, H89 1.102
70 N 1.52 1.98 -4.84  C62 1.525, C67 1.459, O71 1.418
71 O 1.09 1.29 -3.67  N70 1.418, H90 0.979
72 H 2.13 5.14 -3.59  C61 1.104
73 H 1.65 3.73 -2.62  C61 1.091
74 H 3.07 3.58 -3.69  C61 1.092
75 H -0.69 3.34 -3.67  C63 1.086
76 H -0.04 4.88 -4.11  C63 1.085
77 H -0.96 3.79 -5.30  C63 1.103
78 H 1.27 5.12 -5.91  C64 1.084
79 H 2.75 4.26 -5.90  C64 1.105
80 H 0.16 3.66 -7.51  C65 1.094
81 H 1.79 3.91 -8.16  C65 1.112
82 H 2.65 1.98 -7.38  C66 1.080
83 H 1.17 1.57 -8.15  C66 1.091
84 H -0.66 0.31 -7.07  C68 1.121
85 H -1.04 1.90 -6.40  C68 1.092
86 H -0.95 0.46 -5.30  C68 1.118
87 H 1.91 -0.36 -7.10  C69 1.077
88 H 1.28 -0.82 -5.48  C69 1.078
89 H 2.72 0.14 -5.63  C69 1.102
90 H 0.15 1.44 -3.48  O71 0.979
91 C -1.02 -4.08 0.93  C92 1.491, H102 1.088, H103 1.088, H104 1.074
92 C -1.38 -4.68 -0.39  C91 1.491, C93 1.564, C94 1.547, N100 1.503
93 C -1.43 -6.24 -0.31  C92 1.564, H105 1.073, H106 1.090, H107 1.096
94 C -2.74 -4.03 -0.72  C92 1.547, C95 1.512, H108 1.102, H109 1.083
95 C -3.10 -4.25 -2.17  C94 1.512, C96 1.530, H110 1.108, H111 1.118
96 C -2.03 -3.67 -3.10  C95 1.530, C97 1.544, H112 1.122, H113 1.094
97 C -0.62 -4.23 -2.79  C96 1.544, C98 1.545, C99 1.508, N100 1.503
98 C -0.51 -5.66 -3.36  C97 1.545, H114 1.090, H115 1.109, H116 1.076
99 C 0.41 -3.40 -3.50  C97 1.508, H117 1.088, H118 1.111, H119 1.091
100 N -0.35 -4.10 -1.32  C92 1.503, C97 1.503, O101 1.410
101 O 0.88 -4.70 -0.97  N100 1.410, H120 0.952
102 H -0.74 -3.05 0.73  C91 1.088
103 H -1.89 -4.16 1.58  C91 1.088
104 H -0.13 -4.53 1.32  C91 1.074
105 H -0.48 -6.70 -0.07  C93 1.073
106 H -2.09 -6.38 0.55  C93 1.090
107 H -1.87 -6.64 -1.22  C93 1.096
108 H -3.54 -4.38 -0.04  C94 1.102
109 H -2.68 -2.95 -0.59  C94 1.083
110 H -3.27 -5.32 -2.39  C95 1.108
111 H -4.06 -3.72 -2.38  C95 1.118
112 H -2.09 -2.57 -2.86  C96 1.122
113 H -2.27 -3.91 -4.14  C96 1.094
114 H 0.30 -6.15 -2.81  C98 1.090
115 H -0.19 -5.68 -4.42  C98 1.109
116 H -1.41 -6.25 -3.28  C98 1.076
117 H 0.20 -2.35 -3.29  C99 1.088
118 H 0.19 -3.48 -4.58  C99 1.111
119 H 1.43 -3.72 -3.27  C99 1.091
120 H 1.37 -3.99 -0.57  O101 0.952
121 C 3.05 2.61 1.38  C122 1.534, H132 1.103, H133 1.078, H134 1.081
122 C 2.63 4.07 1.56  C121 1.534, C123 1.579, C124 1.542, N130 1.437
123 C 2.52 4.29 3.12  C122 1.579, H135 1.086, H136 1.106, H137 1.106
124 C 3.85 4.86 1.02  C122 1.542, C125 1.537, H138 1.088, H139 1.091
125 C 3.55 6.37 1.01  C124 1.537, C126 1.528, H140 1.093, H141 1.069
126 C 2.35 6.68 0.12  C125 1.528, C127 1.514, H142 1.095, H143 1.121
127 C 1.15 5.85 0.52  C126 1.514, C128 1.532, C129 1.515, N130 1.483
128 C 0.44 6.54 1.69  C127 1.532, H144 1.092, H145 1.102, H146 1.080
129 C 0.11 6.00 -0.58  C127 1.515, H147 1.117, H148 1.106, H149 1.090
130 N 1.56 4.43 0.68  C122 1.437, C127 1.483, O131 1.444
131 O 0.42 3.61 0.99  N130 1.444, H150 0.991
132 H 2.31 1.90 1.79  C121 1.103
133 H 3.04 2.47 0.31  C121 1.078
134 H 3.97 2.46 1.93  C121 1.081
135 H 1.80 3.68 3.68  C123 1.086
136 H 3.51 4.04 3.53  C123 1.106
137 H 2.35 5.36 3.35  C123 1.106
138 H 4.71 4.58 1.62  C124 1.088
139 H 4.11 4.60 -0.01  C124 1.091
140 H 3.36 6.77 2.01  C125 1.093
141 H 4.34 6.92 0.55  C125 1.069
142 H 2.65 6.39 -0.89  C126 1.095
143 H 2.02 7.75 0.09  C126 1.121
144 H -0.44 6.01 2.04  C128 1.092
145 H 0.00 7.50 1.40  C128 1.102
146 H 1.07 6.71 2.55  C128 1.080
147 H -0.26 7.02 -0.82  C129 1.117
148 H -0.73 5.36 -0.28  C129 1.106
149 H 0.49 5.53 -1.49  C129 1.090
150 H 0.37 3.60 1.98  O131 0.991
151 C -8.18 -2.81 1.33  C152 1.538, H158 1.086, H159 1.090, H160 1.073
152 C -8.28 -1.27 1.35  C151 1.538, O153 1.425, H161 1.115, H162 1.102
153 O -7.14 -0.59 0.82  C152 1.425, S154 1.688
154 S -5.77 -0.44 1.79  O153 1.688, C155 1.743, O156 1.406, O157 1.421
155 C -4.71 -1.61 1.05  S154 1.743, H163 1.092, H164 1.104, H165 1.083
156 O -5.21 0.83 1.53  S154 1.406
157 O -6.17 -0.86 3.08  S154 1.421
158 H -9.12 -3.26 1.66  C151 1.086
159 H -7.40 -3.17 1.99  C151 1.090
160 H -7.90 -3.10 0.34  C151 1.073
161 H -9.11 -0.91 0.70  C152 1.115
162 H -8.46 -0.94 2.38  C152 1.102
163 H -4.87 -1.48 -0.02  C155 1.092
164 H -4.96 -2.64 1.36  C155 1.104
165 H -3.70 -1.34 1.37  C155 1.083
166 C 1.06 0.40 -0.31  C167 1.538, H173 1.103, H174 1.068, H175 1.090
167 C 0.00 -0.44 -1.05  C166 1.538, O168 1.494, H176 1.114, H177 1.085
168 O -1.25 0.16 -0.50  C167 1.494, S169 1.607
169 S -2.33 0.52 -1.64  O168 1.607, C170 1.764, O171 1.436, O172 1.438
170 C -3.16 1.79 -0.75  S169 1.764, H178 1.108, H179 1.092, H180 1.048
171 O -1.64 1.10 -2.76  S169 1.436
172 O -3.22 -0.58 -1.90  S169 1.438
173 H 2.09 0.02 -0.24  C166 1.103
174 H 0.70 0.50 0.69  C166 1.068
175 H 1.03 1.41 -0.71  C166 1.090
176 H -0.05 -0.33 -2.16  C167 1.114
177 H -0.12 -1.48 -0.76  C167 1.085
178 H -4.11 2.17 -1.18  C170 1.108
179 H -2.40 2.57 -0.66  C170 1.092
180 H -3.28 1.38 0.21  C170 1.048

Values from the calculation:
**SMILES**: CC1(C)CCCC(C)(C)N1O.CC1(C)CCCC(C)(C)N1O.CC1(C)CCCC(C)(C)N1O.CC1(C)CCCC(C)(C)N1O.CC1(C)CCCC(C)(C)N1O.CCOS(C)(=O)=O.CCOS(C)(=O)=O
**Maximum force**: 0.064 hartree/bohr
**Highest occupied orbital energy**: -0.308 hartree
**HOMO-LUMO gap**: 8.88 eV
**Lowest unoccupied orbital energy**: 0.51 eV